A 7-piece molecular cluster, C27H23Br9N4O8 overall in a non-equilibrium geometry. Source: the Open Molecules 2025 dataset; level of theory: the ωB97M-V functional and the def2-TZVPD basis.

The calculation puts the gap between HOMO and LUMO (spin up / spin down) at 6.5 / 2.8 eV. Its LUMO energy (spin up / spin down) is -5.203 / -8.962 eV. The charge is +1. Its largest force on an atom is 3.0 eV/Å. As for the spin multiplicity: 2. For the electronic energy, the calculation gives -681071.31251 eV. The calculation puts the HOMO energy (spin up / spin down) at -0.431 / -0.431 Ha.

Last column: Mulliken spin population.
Cartesian coordinates (Å):
C  1.559  6.326  -2.552  0.000
N  -3.255  3.589  -3.229  0.000
H  5.945  0.849  1.312  0.001
C  -4.073  -2.250  1.898  0.000
H  4.418  7.339  -1.231  0.000
C  5.187  -2.158  0.106  0.229
C  3.695  6.591  -1.523  0.000
C  -2.946  2.575  -2.167  0.000
N  2.842  2.885  -1.461  0.000
C  5.176  -0.776  0.276  0.210
N  -7.481  -3.671  -0.142  0.000
O  8.327  -1.134  3.814  0.037
H  4.557  -0.194  -0.391  0.042
C  6.673  -1.035  2.135  0.300
H  -4.960  -4.869  -0.025  0.000
C  -2.271  0.610  -0.262  0.000
H  2.520  8.167  -2.340  0.000
H  0.709  6.677  -3.117  0.000
Br  -0.729  -4.925  2.579  0.004
H  -4.479  0.556  -0.055  0.000
H  5.817  -4.051  0.749  0.005
C  -1.247  1.296  -0.898  -0.001
O  -8.467  -2.944  -0.179  0.000
C  -6.432  -2.139  1.401  0.000
C  3.888  5.193  -1.310  0.000
Br  -2.229  -2.882  -1.546  0.000
H  4.637  -2.662  -0.676  0.013
H  -4.973  2.063  -1.658  0.000
H  -5.472  -0.677  2.496  0.000
H  -1.284  -0.915  -3.096  0.000
H  0.292  -1.809  0.377  0.001
C  -1.050  -1.967  -2.933  0.000
H  4.750  4.768  -0.817  0.000
C  -5.283  -1.579  1.933  0.000
C  5.925  -2.998  0.966  0.029
C  5.880  -0.229  1.326  -0.020
O  1.837  2.187  -1.597  0.000
C  6.649  -2.465  1.985  0.088
H  7.214  -3.085  2.665  -0.002
N  7.639  -0.384  3.132  -0.016
O  -4.379  3.628  -3.776  0.000
C  -1.723  -4.381  4.267  0.000
C  -3.594  1.011  -0.473  0.000
H  -3.147  -1.904  2.333  0.000
H  -3.124  -4.088  1.070  0.000
C  1.651  4.986  -2.225  0.000
Br  1.885  0.123  0.562  0.014
Br  -1.261  -2.991  -4.666  0.000
H  -7.310  -1.513  1.344  0.000
C  0.849  -1.467  1.250  -0.004
Br  2.140  -2.994  1.531  0.065
C  -1.602  2.251  -1.842  0.000
H  -1.660  -3.298  4.378  0.000
O  7.682  0.842  3.178  -0.002
H  0.831  4.316  -2.438  0.000
C  -3.923  1.952  -1.430  0.000
Br  0.812  -1.923  -2.237  0.000
Br  -0.377  -1.141  2.831  0.004
O  -7.357  -4.683  -0.805  0.000
C  -5.073  -3.918  0.475  0.000
C  2.809  4.379  -1.690  0.000
Br  -0.802  -5.117  5.830  0.000
C  -6.278  -3.216  0.563  0.000
Br  -3.649  -4.966  4.220  0.001
H  -0.814  2.809  -2.324  0.000
H  -0.184  1.119  -0.828  0.000
C  2.585  7.117  -2.094  0.000
H  -2.047  -0.113  0.508  0.000
C  -3.998  -3.465  1.194  0.000
O  -2.366  4.399  -3.583  0.000
O  3.924  2.373  -1.066  0.000